This record from OMol25 describes C13H33CuN3O6 as an isolated structure. The level of theory is wB97M-V/def2-TZVPD.

The value obtained for the total energy is -75405.1346 eV. The spin multiplicity is 2. The value obtained for the HOMO energy (alpha / beta) is -7.14 / -6.95 eV. As for the energy relative to the best compared isomer or geometry (same formula, charge and spin): 122.3 kcal per mole. The value obtained for the LUMO energy (alpha / beta) is 0.328 / 0.054 eV.

```
56
Properties=species:S:1:pos:R:3:forces:R:3
Cu -0.94436 1.28675 0.60897 0.3 0.6 -0.5
C -1.15597 4.35258 0.04925 10.3 0.6 0.7
O -0.79766 5.06107 -0.96609 -3.4 0.6 -1.0
O -0.79684 4.88087 1.15520 -3.8 0.4 0.8
O -0.56829 3.17701 -0.09606 -3.1 -2.0 -0.5
C -2.71941 1.84268 -2.96756 -0.6 -0.4 -1.0
C -2.54325 0.34541 -2.68496 0.5 1.6 0.0
C -1.71251 -0.32966 -3.77173 0.0 -0.2 -0.9
O -1.59119 -1.71466 -3.52843 0.0 -1.0 0.9
C -1.20922 -2.51278 -4.64053 -0.9 1.1 -0.6
N -1.93187 0.17385 -1.32891 -1.2 -1.7 -1.0
H -1.82458 2.29640 -3.39149 0.1 0.1 0.4
H -3.09687 2.41225 -2.12089 0.4 -0.1 0.2
H -3.49720 1.93484 -3.73225 0.0 0.1 -0.1
H -3.53517 -0.11072 -2.74710 0.0 -0.2 0.2
H -0.69611 0.03356 -3.95905 0.0 0.6 0.4
H -2.26127 -0.17876 -4.71001 -0.1 0.1 -0.1
H -0.37438 -2.06564 -5.18626 0.3 -0.1 0.2
H -2.06221 -2.50890 -5.32761 0.1 -0.2 -0.2
H -1.01007 -3.55037 -4.38734 0.1 0.2 0.5
H -1.71453 -0.81390 -1.48487 0.8 -0.1 1.0
H -2.76748 0.04698 -0.75773 0.1 0.4 0.4
C 1.09416 1.13716 4.47026 -0.8 -0.1 0.8
C 0.38674 0.77720 3.15857 2.0 -0.4 -1.0
C -0.13112 -0.68124 2.95951 -1.1 1.4 1.3
O -0.84634 -0.69076 1.74234 -0.2 -0.5 0.3
C -1.66535 -1.81489 1.67014 -1.6 -0.5 -1.2
N -0.63823 1.78642 2.77676 -0.9 -1.3 1.8
H 1.68551 0.38367 4.99317 0.2 -0.3 -0.7
H 0.35242 1.38558 5.23817 -0.2 0.1 -0.1
H 1.69747 2.03611 4.34943 0.1 -0.1 -0.2
H 1.15756 0.81753 2.38602 0.1 0.3 0.0
H -0.85699 -0.89411 3.75711 0.0 -0.1 0.2
H 0.59301 -1.49859 2.99235 0.5 0.4 0.0
H -1.15052 -2.74739 1.42062 0.4 0.0 0.6
H -2.38056 -1.71194 0.84746 0.4 0.4 -0.3
H -2.37781 -1.92281 2.49379 0.6 -0.1 0.6
H -1.39449 1.51212 3.41520 -0.7 -0.4 -0.7
H -0.49412 2.65332 3.29394 1.0 0.5 -0.9
C 1.17980 -1.87389 -1.27050 0.4 -1.2 0.0
C 1.56225 -1.13881 -0.01444 -0.4 1.0 -0.7
C 3.04926 -1.03202 0.26594 0.9 -1.4 0.3
O 3.20854 -0.41399 1.52242 0.2 0.3 0.0
C 4.54425 -0.31335 1.93717 0.6 0.1 2.0
N 0.98269 0.22633 -0.17421 1.1 -0.1 0.8
H 0.11555 -1.83127 -1.49105 0.0 0.5 0.0
H 1.35639 -2.94998 -1.18679 0.4 0.0 -0.1
H 1.77300 -1.48014 -2.09798 -0.2 -0.1 -0.2
H 1.15763 -1.64226 0.86334 -0.2 0.2 0.0
H 3.73395 -0.53021 -0.42723 -0.7 0.2 -0.6
H 3.45790 -2.05027 0.34914 -0.1 -0.2 -0.1
H 4.96859 -1.20265 2.42150 -0.5 -0.7 -0.6
H 4.54076 0.34105 2.81228 -0.1 0.5 -0.3
H 5.32971 0.02777 1.25959 -0.6 0.2 -0.7
H 1.17410 0.50419 -1.13219 -0.2 0.1 -0.1
H 1.64477 0.77323 0.37364 -0.4 0.7 0.0
```
Forces are in eV/Å.


This record from OMol25 describes C13H33CuO16P3 as an isolated structure. The level of theory is wB97M-V/def2-TZVPD.

The value obtained for the total energy is -119290.8500 eV. The spin multiplicity is 2. The value obtained for the HOMO energy (alpha / beta) is -8.88 / -8.74 eV. As for the energy relative to the best compared isomer or geometry (same formula, charge and spin): 0.0 kcal per mole. The value obtained for the LUMO energy (alpha / beta) is 0.728 / -0.435 eV.

```
66
Properties=species:S:1:pos:R:3:forces:R:3
Cu 0.39375 0.12695 -0.14226 0.0 -1.3 -0.6
C -0.42551 3.26222 2.24764 -1.2 -0.5 0.0
C -0.29683 2.21605 1.16070 0.4 0.1 0.0
O 0.56541 2.35569 0.26367 0.0 0.0 0.3
O -1.03608 1.18626 1.20840 0.3 -0.1 -0.3
H -1.11109 4.03368 1.88592 0.5 0.3 -0.1
H 0.53380 3.63858 2.57716 0.0 0.2 -0.1
H -0.99514 2.82977 3.07403 0.3 -0.1 0.1
C 3.72324 -1.70867 -1.62900 0.1 -0.3 -1.0
C 2.52534 -0.99237 -1.08585 -0.4 0.2 0.3
O 2.64741 0.14934 -0.58250 0.3 0.3 0.1
O 1.38993 -1.54327 -1.14400 -0.3 0.6 0.3
H 3.75018 -2.76127 -1.34973 0.0 0.1 0.4
H 4.65492 -1.18460 -1.43905 0.0 -0.1 0.3
H 3.62524 -1.75994 -2.72157 -0.1 0.2 0.1
C 1.08646 -3.77581 3.67799 0.2 -0.6 -0.2
O 1.86437 -2.81109 2.96832 0.0 -0.1 0.4
P 1.61441 -1.26232 2.96731 0.2 -0.1 0.6
O 0.96474 -0.77858 1.75462 0.1 0.5 -0.5
O 0.78769 -0.98182 4.28331 -0.2 -0.3 0.0
C -0.24185 0.01268 4.30809 -0.4 0.4 0.4
O 3.02708 -0.68232 3.35028 -0.2 0.3 -0.4
C 3.88605 -0.07775 2.36281 0.8 0.0 0.6
H 0.61960 -4.43756 2.94815 -0.2 0.2 0.0
H 0.36034 -3.32103 4.34490 -0.1 0.1 -0.1
H 1.76046 -4.40569 4.26069 0.1 0.2 0.1
H 0.10669 0.88298 4.86441 0.2 0.0 -0.1
H -1.09725 -0.38495 4.85801 0.2 -0.2 0.0
H -0.57677 0.29510 3.30936 0.3 0.0 0.0
H 3.50043 0.86679 1.99617 -0.4 -0.2 -0.3
H 4.10538 -0.79701 1.58445 -0.1 0.1 -0.4
H 4.81887 0.14634 2.88554 -0.1 -0.1 0.0
C -2.27935 2.90811 -3.27026 -0.4 -0.1 0.4
O -0.86282 3.00979 -3.17792 -0.1 0.2 -0.1
P 0.04084 1.70956 -3.32272 -0.4 0.7 0.2
O -0.14421 0.74954 -2.24111 -0.1 -0.6 0.5
O -0.30652 1.12029 -4.72882 0.0 -0.2 -0.5
C -0.13149 1.93388 -5.90315 -0.5 -0.3 -0.3
O 1.44450 2.33286 -3.52476 0.6 0.2 0.1
C 2.12607 2.79481 -2.33078 0.4 0.3 0.5
H -2.58310 1.93887 -3.67133 0.0 0.1 -0.2
H -2.65119 3.72646 -3.88399 0.1 -0.1 -0.2
H -2.75344 3.01526 -2.29103 0.3 0.0 0.1
H 0.82903 2.43900 -5.90699 0.0 0.0 0.1
H -0.95613 2.64302 -5.99264 0.1 0.1 0.2
H -0.20932 1.25254 -6.74733 0.2 0.0 0.0
H 2.94779 3.44011 -2.63027 0.0 -0.1 -0.3
H 2.50029 1.94185 -1.76880 0.0 0.0 0.0
H 1.46151 3.37318 -1.69082 -0.1 -0.1 -0.1
C -2.72171 -1.24447 2.65930 0.0 0.1 -0.2
O -2.98789 -2.15415 1.57938 -0.2 -0.3 0.6
P -2.57446 -1.78141 0.11946 -0.8 0.3 0.1
O -1.17033 -1.46920 -0.08861 0.9 0.5 -0.2
O -3.60603 -0.64579 -0.23328 0.1 0.0 -0.2
C -3.18792 0.38750 -1.13235 -0.2 0.5 -0.4
O -3.07859 -3.01425 -0.70301 -0.2 -0.2 0.0
C -2.26224 -4.18714 -0.70696 0.5 -0.4 -0.1
H -2.68508 -0.21239 2.30594 0.1 -0.1 0.0
H -1.76488 -1.50019 3.11123 -0.2 -0.1 -0.1
H -3.54130 -1.34666 3.36521 0.1 -0.1 0.1
H -2.46788 0.04649 -1.87550 0.1 -0.1 0.2
H -2.76479 1.20755 -0.55408 0.1 -0.1 0.0
H -4.06581 0.74631 -1.67167 -0.1 -0.1 0.2
H -1.49500 -4.18896 0.07035 -0.2 0.2 0.1
H -1.72810 -4.25557 -1.65377 -0.2 0.0 -0.1
H -2.90173 -5.05316 -0.55688 -0.1 0.1 -0.1
```
Forces are in eV/Å.


This record from OMol25 describes C13H33N3Na3NiO6 as an isolated structure. The level of theory is wB97M-V/def2-TZVPD.

The value obtained for the total energy is -85031.1293 eV. The spin multiplicity is 3. The total charge is +3. The value obtained for the HOMO energy (alpha / beta) is -13.51 / -13.51 eV. The value obtained for the LUMO energy (alpha / beta) is -8.730 / -11.818 eV.

```
59
Properties=species:S:1:pos:R:3:forces:R:3
Ni 2.26423 -2.76036 -3.60679 -0.7 1.6 1.4
Na 1.81029 -4.91323 1.59541 -0.1 0.9 0.0
Na -1.76421 -3.37865 -1.26208 0.5 0.6 0.0
Na 6.09821 -2.89345 0.20203 -0.3 0.4 -0.1
C 1.61280 -1.67524 -0.71055 -0.6 -1.3 -4.1
O 1.21862 -1.10352 -1.73857 -1.5 2.7 -3.6
O 2.62447 -2.34601 -0.80529 8.2 -3.8 -0.8
O 0.89021 -1.99409 0.18556 -6.2 -0.6 7.2
C 0.47851 0.77938 -6.66476 -0.2 0.3 0.9
C -0.45992 -0.41233 -6.41841 0.0 1.1 -0.8
C -1.44886 -0.53138 -7.61410 -0.1 0.3 0.9
O -2.69041 -0.96325 -7.10677 -0.2 0.1 -0.1
C -3.68450 -0.84522 -8.10349 -0.7 -0.3 -0.1
N 0.29223 -1.66620 -6.23134 0.1 0.6 0.2
H 1.09024 0.75665 -7.56663 0.0 -0.3 0.0
H 1.09422 0.92652 -5.77744 0.5 -0.2 -0.1
H -0.09036 1.70888 -6.68705 -0.3 -0.1 -0.3
H -0.95264 -0.18898 -5.47214 -0.7 0.0 -0.3
H -1.16671 -1.22659 -8.40479 0.7 -0.4 0.1
H -1.52641 0.41172 -8.15505 -0.3 0.4 0.3
H -3.36531 -1.22244 -9.07504 0.3 -0.1 -0.1
H -4.00179 0.18841 -8.24160 0.1 0.2 0.1
H -4.55014 -1.44446 -7.82129 0.1 0.1 0.2
H 1.04056 -1.46869 -6.88025 0.4 -1.1 -0.3
H -0.35728 -2.33071 -6.62713 0.5 -0.8 -0.1
C 2.36932 -2.64458 6.38016 0.8 1.2 -0.2
C 2.31162 -1.68551 5.15348 1.6 -0.9 0.3
C 3.67650 -1.55780 4.41002 0.6 0.4 -1.1
O 3.96242 -0.47098 3.43979 -0.7 1.7 3.0
C 4.06683 0.83995 4.22811 -0.1 -2.2 -0.6
N 1.28723 -2.21847 4.32528 -1.1 0.1 -1.5
H 1.53137 -2.35703 7.01517 0.2 -0.1 0.3
H 3.33308 -2.42719 6.84059 -0.2 -0.2 0.7
H 2.30559 -3.71997 6.21407 0.0 0.2 -0.6
H 2.08527 -0.70808 5.57950 0.0 0.3 -0.1
H 3.92967 -2.34196 3.69651 -0.6 -1.0 0.6
H 4.44658 -1.55947 5.18143 0.2 0.2 0.0
H 4.65243 1.54863 3.64250 -0.5 0.0 0.0
H 4.56844 0.64248 5.17548 0.4 -0.1 -0.1
H 3.06695 1.13876 4.54287 0.0 0.4 -0.6
H 1.21881 -1.68274 3.47182 -0.1 0.2 -0.4
H 0.41532 -2.05974 4.80971 -0.4 -0.3 0.0
C -0.92314 2.35580 2.88072 1.2 1.0 -0.2
C -2.32836 1.82803 2.54100 -1.2 -0.5 0.5
C -3.42592 2.94047 2.42084 1.0 0.7 1.7
O -3.33400 3.74764 3.63021 0.0 -1.0 -1.3
C -4.06757 4.95061 3.48752 -1.3 0.9 -0.4
N -2.01960 1.07893 1.31691 1.9 1.8 1.3
H -0.25253 1.78788 3.52559 -0.5 -0.6 -0.2
H -0.95791 3.35873 3.30617 -1.0 0.2 0.5
H -0.35875 2.63019 1.98950 0.3 -0.2 -0.4
H -2.65009 1.09830 3.28403 0.0 0.2 0.1
H -4.38697 2.42621 2.42264 -0.1 0.1 -0.4
H -3.27657 3.63814 1.59679 -0.1 -0.4 -0.5
H -4.20724 5.46138 4.44025 0.6 -0.3 0.0
H -5.07809 4.83730 3.09494 -0.4 -0.9 0.3
H -3.72355 5.63875 2.71536 1.1 0.1 0.2
H -1.28416 0.39900 1.44699 -0.5 -2.0 0.5
H -1.40904 1.67957 0.78162 -0.9 1.0 -1.8
```
Forces are in eV/Å.